# 1
Formula: C36H41AsCoN5O2
Source: the Open Molecules 2025 dataset
Level of theory: the ωB97M-V functional and the def2-TZVPD basis

Positions of all 86 atoms, in Å:
Co: 0.08015 0.25642 0.15670
C: -2.54920 1.41320 -1.24001
N: -1.35796 0.66274 -1.65017
C: -0.65745 1.30366 -2.76146
C: 0.83735 1.12957 -2.68438
C: 1.64138 1.52507 -3.74493
C: 3.01401 1.40258 -3.63090
C: 3.53557 0.83632 -2.47521
C: 2.66522 0.45441 -1.47605
N: 1.34138 0.62694 -1.56012
C: -1.67957 -0.74359 -1.95623
C: -2.20659 -1.41060 -0.71835
C: -3.32067 -2.23161 -0.73122
C: -3.77706 -2.75873 0.46526
C: -3.09358 -2.46227 1.63280
C: -1.96713 -1.66562 1.55207
N: -1.54604 -1.13851 0.40710
C: -2.35503 2.15504 0.05631
C: -3.12237 3.27582 0.34516
C: -3.04441 3.84131 1.60567
C: -2.22347 3.24543 2.55082
C: -1.46299 2.15808 2.16599
N: -1.49582 1.63872 0.93678
H: -3.36929 0.71066 -1.06900
H: -2.88494 2.10510 -2.01566
H: -0.86702 2.37540 -2.74580
H: -1.01366 0.91451 -3.72303
H: 1.19139 1.93988 -4.63744
H: 3.66483 1.73440 -4.42828
H: 4.60059 0.70047 -2.35274
H: 3.02153 -0.02991 -0.57669
H: -0.75370 -1.25571 -2.23616
H: -2.40384 -0.81975 -2.77556
H: -3.82816 -2.44354 -1.66298
H: -4.65751 -3.38623 0.48736
H: -3.43048 -2.83952 2.58627
H: -1.38204 -1.42202 2.43228
H: -3.77710 3.68929 -0.41040
H: -3.62391 4.72115 1.85004
H: -2.16455 3.62413 3.56133
H: -0.80784 1.66185 2.87115
C: -1.08447 -5.75007 3.85335
C: -0.84004 -5.86660 2.37005
C: -1.81103 -6.47438 1.58489
C: -1.62460 -6.61914 0.22037
C: -0.45848 -6.16686 -0.35666
C: 0.54572 -5.56660 0.41445
N: 1.74397 -5.31764 -0.25240
C: 2.81835 -4.46336 0.00512
C: 4.09693 -5.02504 -0.09265
C: 5.23427 -4.28132 0.15174
C: 5.12250 -2.94996 0.52171
C: 3.86651 -2.37820 0.59208
C: 2.70711 -3.09593 0.30445
C: 1.44977 -2.27280 0.13754
O: 0.70395 -2.47660 -0.82409
O: 1.36990 -1.24731 0.91913
C: 0.35683 -5.40959 1.80199
C: 1.42721 -4.83879 2.69567
H: -2.10051 -6.06010 4.09529
H: -0.93856 -4.72648 4.20646
H: -0.40434 -6.39514 4.41286
H: -2.71357 -6.85229 2.05188
H: -2.38453 -7.09107 -0.38987
H: -0.29486 -6.28253 -1.42181
H: 1.89409 -5.92652 -1.03802
H: 4.18084 -6.07775 -0.33492
H: 6.20769 -4.74802 0.07694
H: 6.00479 -2.36031 0.73274
H: 3.75639 -1.33592 0.86006
H: 2.42211 -5.10313 2.34664
H: 1.32410 -5.21270 3.71184
H: 1.37217 -3.74620 2.72972
C: 1.67986 3.29402 2.43541
As: 1.79982 1.42953 1.81318
C: 1.84034 0.52635 3.54896
C: 3.73362 1.47749 1.50496
H: 2.35022 3.45921 3.27810
H: 0.66834 3.54915 2.73853
H: 1.96653 3.96212 1.62297
H: 2.79983 0.70922 4.03112
H: 1.72145 -0.54396 3.38932
H: 1.04858 0.87677 4.21136
H: 4.20277 1.95085 2.36588
H: 3.97220 2.05098 0.61010
H: 4.12577 0.46790 1.39606

Properties
HOMO (alpha / beta): -0.335 / -0.335 Ha
2S+1: 4
net charge: +1
total energy: -148006.024 eV
Kohn-Sham gap (alpha / beta): 6.85 / 6.79 eV
strongest force on any atom: 0.016 hartree/bohr
M: 709.6 g/mol
⟨S²⟩: 3.76
E_LUMO (alpha / beta): -2.281 / -2.341 eV

Results of the Mulliken charge analysis, in e, for atoms 1 through 4: 1.03, -1.66, 1.12, -1.49

# 2
Formula: C36H41MgN10P2S
Source: the Open Molecules 2025 dataset
Level of theory: the ωB97M-V functional and the def2-TZVPD basis

Positions of all 91 atoms, in Å:
Mg: -0.83012 0.85062 -1.72681
N: -1.66354 -1.25343 -3.91902
P: -1.65759 -1.51790 -2.23380
C: -3.29612 -2.17012 -1.90703
C: -3.58073 -3.53135 -1.97519
C: -4.89210 -3.96923 -1.84197
C: -5.91688 -3.05390 -1.64731
C: -5.63805 -1.69141 -1.57987
C: -4.33000 -1.25221 -1.70758
C: -0.44679 -2.84375 -2.02084
C: -0.45596 -3.63729 -0.87361
C: 0.48863 -4.63582 -0.71153
C: 1.45736 -4.84720 -1.68458
C: 1.47678 -4.05644 -2.82334
C: 0.52861 -3.05759 -2.99382
C: -1.30748 -0.08176 -4.54730
C: -1.39128 0.00723 -5.94352
C: -1.00840 1.16959 -6.56322
C: -0.54508 2.24522 -5.79751
C: -0.50133 2.08813 -4.44103
N: -0.87376 0.94790 -3.80237
H: -2.01493 -1.97870 -4.53092
H: -2.78950 -4.25254 -2.13685
H: -5.11443 -5.02626 -1.90400
H: -6.93869 -3.39855 -1.55938
H: -6.43910 -0.97855 -1.43588
H: -4.11824 -0.18923 -1.64672
H: -1.21502 -3.48838 -0.11655
H: 0.46439 -5.26445 0.16884
H: 2.18719 -5.63487 -1.55846
H: 2.22061 -4.22574 -3.58975
H: 0.54956 -2.46156 -3.89718
H: -1.75553 -0.83645 -6.51358
H: -1.06605 1.25112 -7.64042
H: -0.23788 3.17556 -6.24993
H: -0.16212 2.89184 -3.79874
N: 9.16732 4.16771 -3.05212
C: 8.06241 3.99940 -2.79305
C: 6.68171 3.78012 -2.46450
C: 6.27601 2.53147 -1.99972
C: 4.94962 2.31734 -1.66696
C: 4.04394 3.35573 -1.82160
C: 4.43029 4.60217 -2.28992
C: 5.76095 4.81527 -2.60764
N: 2.66234 3.13897 -1.48798
C: 1.81405 4.04284 -0.88870
C: 0.61775 3.41634 -0.75940
N: 0.71692 2.13898 -1.27708
C: 1.96885 2.01553 -1.70397
H: 7.00250 1.73911 -1.88880
H: 4.64088 1.35826 -1.27360
H: 3.70774 5.39404 -2.43216
H: 6.08609 5.77773 -2.97633
H: 2.14102 5.02808 -0.60932
H: -0.29213 3.80174 -0.33172
H: 2.39335 1.15531 -2.19538
S: -1.61007 -0.54039 1.31206
C: -2.46929 -1.94497 1.74213
N: -2.00353 -2.88990 2.56986
C: -2.92691 -4.01851 2.71244
C: -4.18695 -3.49738 1.99043
N: -3.69486 -2.27833 1.35031
H: -1.03157 -2.91432 2.82416
H: -3.11657 -4.23460 3.76123
H: -2.51985 -4.91178 2.23723
H: -4.99182 -3.26768 2.68838
H: -4.55594 -4.19949 1.24562
H: -4.26122 -1.64622 0.81023
C: 2.15158 1.15558 5.81111
N: 1.38156 2.48183 5.69280
C: 0.01363 2.29334 6.37556
N: -0.67968 1.19997 5.80184
C: 0.10413 -0.02425 5.91853
N: 1.40091 0.08933 5.25384
C: 1.26947 0.17824 3.79767
P: 0.28339 1.64441 3.22556
C: 1.22232 2.88753 4.25361
C: -1.12033 1.45338 4.42923
H: 2.32262 1.00181 6.87698
H: 3.10183 1.29690 5.29694
H: 1.89658 3.20872 6.19251
H: -0.52965 3.23026 6.25734
H: 0.22909 2.11533 7.42966
H: -0.45345 -0.84510 5.47077
H: 0.26539 -0.24549 6.97474
H: 0.77851 -0.72337 3.42913
H: 2.26344 0.20802 3.34539
H: 0.71113 3.85142 4.24306
H: 2.22441 3.03455 3.84802
H: -1.74936 0.62788 4.09434
H: -1.73694 2.35464 4.40798

Properties
HOMO: -0.571 Ha
net charge: +3
total energy: -87736.811 eV
Kohn-Sham gap: 8.07 eV
strongest force on any atom: 0.010 hartree/bohr
M: 732.1 g/mol
E_LUMO: -7.472 eV

Results of the Mulliken charge analysis, in e, for atoms 1 through 4: 0.93, 0.32, -0.39, 1.09

Q: Which of these has the lowest strongest force on any atom?
A: C36H41MgN10P2S

Q: Which formula does entry 1 have?
A: C36H41AsCoN5O2

Q: What is the total energy in the second record?
A: -87736.811 eV

Q: The lowest strongest force on any atom belongs to which entry?
A: C36H41MgN10P2S